Entry 1:
44
Properties=species:S:1:pos:R:3:forces:R:3:mulliken_charge:R:1 method="wB97M-V/def2-TZVPD" homo_energy_ev="-14.99 / -14.93" max_force_ha_per_bohr=0.0506 s2=6.0351 relative_energy_kcal_mol=0.0 spin_multiplicity=5 total_energy_ha=-1491.26872 lumo_ev="-5.840 / -11.020" orbital_gap_ev="9.1505 / 3.9105" charge=+2
H -0.060230 2.780455 0.971665 0.0 0.2 -0.3 0.4785
N 0.209443 1.585842 -0.752424 0.0 1.1 0.0 -0.4334
B 0.770405 0.657394 -3.062308 -1.2 0.1 -0.2 0.0756
N 0.551384 1.811276 -2.049924 0.3 0.2 0.7 0.2331
C 0.696937 3.136892 -2.233453 0.0 -1.0 0.4 -0.0327
Pt 0.088585 -0.206365 0.139930 -0.7 0.5 -2.3 1.0889
H 0.999707 3.478326 -3.218500 -0.1 0.2 0.4 0.4736
C 0.456422 3.760949 -1.013308 0.0 0.8 0.4 -1.0987
H 0.516805 4.821065 -0.826579 0.0 -0.1 0.0 0.4121
C 0.160860 2.766366 -0.088739 0.2 0.0 -1.3 0.0600
H 1.249187 1.075935 -4.085069 -0.1 -0.2 0.3 -0.0414
C -2.249345 -3.060899 1.693554 -0.2 0.0 0.1 -0.7939
H -2.570428 -3.338495 2.704650 0.1 0.2 -0.2 0.3015
H -1.249487 -3.467051 1.514604 -0.2 -0.1 0.0 0.1998
H -2.960189 -3.495960 0.980245 0.3 0.2 0.1 0.3180
N -0.651492 0.094044 -3.286225 0.2 -0.1 0.3 0.3712
N 1.623647 -0.464097 -2.451771 0.5 -0.4 0.6 0.0532
N -1.404512 -0.380519 -2.239322 -0.1 0.1 -1.5 -0.2301
N 1.477625 -0.891090 -1.163936 0.9 -0.5 -1.1 -0.2998
C -1.327314 0.023688 -4.454559 -0.5 -0.5 1.2 -0.1423
C 2.636333 -1.143169 -3.027290 -0.8 0.7 0.4 -0.0444
H -0.853382 0.371729 -5.360566 -0.2 0.0 0.0 0.4320
H 2.874575 -0.891589 -4.055895 0.2 -0.3 0.3 0.4788
C -2.570879 -0.547641 -4.187428 0.9 0.2 0.8 -0.7845
C 3.154711 -2.026608 -2.089673 0.3 -0.7 0.6 -1.1015
C -2.569413 -0.795213 -2.790068 0.0 0.1 -0.4 -0.3764
C 2.406983 -1.850479 -0.925688 0.4 0.3 -1.1 0.1871
H -3.345505 -0.743908 -4.903073 -0.2 -0.1 0.1 0.4238
H 3.984506 -2.709403 -2.234109 -0.3 0.1 0.0 0.4148
H -3.385234 -1.252142 -2.237280 0.4 0.2 0.2 0.4384
H 2.471721 -2.323616 0.042421 0.1 0.0 -0.2 0.4175
H -2.228091 -1.962608 1.586298 -0.2 -0.4 0.0 0.0199
S 0.490913 -1.338313 1.927101 -0.5 -0.1 2.6 -0.1224
C 0.227515 -0.315631 3.345092 0.4 -1.0 -0.8 0.9920
C 1.251926 -0.286160 4.307593 0.4 0.3 0.5 -0.4710
C 1.112969 0.539784 5.416722 0.5 -0.5 -0.5 -0.5450
C -0.059688 1.287008 5.592672 0.2 0.2 0.1 -0.3637
C -1.102915 1.194102 4.665708 -0.4 -0.3 -0.9 -0.6287
C -0.970745 0.378514 3.540956 -0.7 0.8 0.4 -0.3739
H 2.129362 -0.905598 4.126991 0.0 0.3 0.3 0.4158
H 1.934476 0.615346 6.128010 -0.3 -0.1 -0.1 0.4077
H -0.144161 1.960997 6.450762 0.0 -0.3 -0.3 0.4229
H -2.013779 1.776800 4.804543 0.2 -0.2 0.0 0.4149
H -1.760202 0.280059 2.797671 0.0 0.1 0.3 0.3530

---

Entry 2:
52
Properties=species:S:1:pos:R:3:forces:R:3:mulliken_charge:R:1 method="wB97M-V/def2-TZVPD" homo_energy_ev="-13.58 / -14.89" max_force_ha_per_bohr=0.1322 s2=3.7670 relative_energy_kcal_mol=8.2 spin_multiplicity=4 total_energy_ha=-1404.70608 lumo_ev="-7.306 / -8.241" orbital_gap_ev="6.2713 / 6.6482" charge=+2
C -0.389557 -2.445007 -0.789458 0.5 -1.3 -0.8 -0.7898
C 0.847435 -1.742096 -0.896545 0.6 -0.1 -1.7 -0.2061
C 1.644582 -2.037689 0.262459 0.9 -1.0 -0.4 -0.6254
H 1.155794 -1.143670 -1.745518 0.0 -0.2 0.3 1.0792
C 0.917126 -2.966521 1.064603 0.6 -2.5 -0.2 -0.7461
C -0.329456 -3.226745 0.402033 1.6 -2.5 -0.9 -0.0729
H -0.986158 -4.063297 0.620686 -0.3 0.8 0.4 0.4318
H -1.208916 -2.415724 -1.500872 0.1 0.0 0.2 0.4671
H 2.644592 -1.679622 0.459581 -0.1 0.1 0.0 0.6300
H 1.288159 -3.452041 1.968206 -0.3 0.1 -0.3 0.4857
Re -0.140578 -1.154342 0.847387 -3.6 4.8 3.1 0.5257
C 0.968780 3.680051 0.183505 -0.6 -0.2 -0.2 -0.7665
H 1.979076 3.405697 0.520726 -0.5 -0.2 -0.2 0.3800
H 0.457389 4.273486 0.965319 0.0 -0.6 -0.5 0.3491
H 1.013682 4.266897 -0.755457 -0.1 -0.6 0.5 0.3069
Si 0.172510 1.081377 -0.216136 0.4 -1.7 -1.7 0.7895
C -1.213075 1.491462 -1.363187 0.1 0.0 0.5 0.6019
C -1.247100 0.701709 -2.515398 -0.2 0.3 -0.3 -0.0639
H -0.555228 -0.138573 -2.622279 -0.3 0.3 -0.1 0.4183
C -2.128205 1.033143 -3.541346 0.0 0.0 0.1 -0.9937
H -2.125122 0.422258 -4.445197 -0.2 0.3 0.2 0.4297
C -2.968712 2.144891 -3.394802 0.1 -0.1 0.1 -0.5098
H -3.626760 2.416369 -4.216757 0.1 0.0 0.2 0.4127
C -2.969922 2.906890 -2.216650 0.1 -0.3 0.1 -0.7439
H -3.628366 3.772403 -2.112898 0.2 -0.4 -0.1 0.4244
C -2.105190 2.561376 -1.175299 0.2 -0.1 -0.6 -0.3904
H -2.075534 3.143709 -0.251963 -0.1 -0.1 -0.3 0.4352
C 1.961103 1.040420 -0.846957 -1.1 0.3 0.8 0.7827
C 2.144979 1.473753 -2.161647 0.2 0.1 0.4 -0.3794
H 1.279813 1.700289 -2.787293 0.3 -0.1 0.0 0.4229
C 3.442034 1.708659 -2.600346 -0.2 -0.1 0.0 -0.6395
H 3.572154 2.085613 -3.607481 0.3 -0.1 0.1 0.4681
C 4.515349 1.485729 -1.740290 0.2 0.0 -0.1 -0.5975
H 5.520710 1.678001 -2.096361 0.0 0.0 0.0 0.4205
C 4.324831 1.039097 -0.431003 -0.2 0.0 0.1 -0.7916
H 5.154100 0.871058 0.253485 0.0 0.1 -0.3 0.4627
C 3.033033 0.833300 0.035472 -0.2 0.1 -0.4 -0.5365
H 2.849779 0.556960 1.080480 0.2 0.1 -0.4 0.5106
H -0.183923 1.099011 1.230704 0.7 0.2 0.3 -0.3249
H 0.310430 2.697435 -0.079962 1.2 3.8 0.8 -0.1393
C -2.629780 -4.500690 3.716948 -0.3 -0.4 0.2 -0.6140
O -2.141479 -3.217528 4.184975 0.3 0.9 -1.5 -0.3946
C -1.858594 -2.360327 3.210130 -0.4 -1.4 0.1 0.7889
O -2.092437 -2.500757 1.996440 0.1 0.4 1.4 -0.7492
N -1.195894 -1.265752 3.669440 -0.2 0.0 0.4 -0.3256
N -1.136511 -0.304136 2.648853 0.2 0.3 0.0 -0.5874
H -1.845321 -5.026661 3.159245 -0.2 0.2 0.2 0.2797
H -3.513809 -4.369811 3.083753 0.2 0.0 0.3 0.3236
H -2.866555 -5.012718 4.647369 -0.1 -0.2 -0.3 0.2605
H -1.346779 -0.990469 4.641899 0.0 0.1 -0.4 0.3274
H -2.077033 -0.068925 2.313497 0.1 0.4 0.3 0.3418
H -0.611448 0.512058 2.943904 -0.3 0.0 0.4 0.4317

---

Entry 3:
19
Properties=species:S:1:pos:R:3:forces:R:3:mulliken_charge:R:1 method="wB97M-V/def2-TZVPD" homo_energy_ev=-13.11 max_force_ha_per_bohr=0.0664 relative_energy_kcal_mol=129.1 total_energy_ha=-381.45828 lumo_ev=-4.421 orbital_gap_ev=8.6894 charge=+1
C 0.217616 0.325932 -1.591986 -2.6 -1.4 -0.4 -0.0936
C 1.460863 -1.157337 1.186126 -0.7 -1.2 0.9 -0.6553
C 1.014818 0.162725 1.815690 0.1 1.5 -3.1 -0.4654
C 0.150345 -0.577793 0.945610 -0.6 -1.5 -2.4 0.8226
C -2.084774 -0.257635 1.184617 -0.5 2.7 -0.4 -0.6525
N -0.795898 -0.286925 -2.287522 -0.2 0.0 2.8 -0.3263
N 0.897348 1.228751 -2.289794 2.7 -0.3 -0.7 -0.3682
O -1.038370 -1.090101 0.744086 2.9 0.3 0.4 -0.2783
H 2.395311 -1.134664 0.654963 -0.2 0.0 -0.7 0.2636
H 1.274215 -2.108783 1.728581 0.5 0.7 0.0 0.2410
H 0.825422 0.502015 2.748121 -0.8 0.1 3.3 0.3747
H 1.402077 1.049224 1.268001 0.2 -0.8 0.1 0.2498
H -2.668479 0.121594 0.300537 0.7 -0.4 0.9 0.2630
H -1.614397 0.581607 1.747361 -0.7 -0.3 -0.5 0.3242
H -2.707136 -0.779861 1.852219 -0.8 -0.9 0.6 0.3070
H -1.612266 -0.751905 -1.802355 1.9 0.7 -0.7 0.2329
H -1.030803 0.062059 -3.179199 -0.3 0.3 -1.3 0.1984
H 1.845769 1.240589 -1.898392 -0.5 0.9 -0.2 0.2895
H 1.014885 1.314917 -3.339803 -1.0 -0.4 1.4 0.2727